[1]
A molecular structure, C26H31F5N5PtSSi2. Source: the OMol25 dataset; level of theory: ωB97M-V/def2-TZVPD.

```
! wB97M-V def2-TZVPD RIJCOSX def2/J DEFGRID3
* xyz 1 1
Pt -0.26 0.26 0.21
H 1.16 -2.90 -3.11
H 4.43 -0.22 -0.12
C -3.06 -2.81 2.22
H -2.05 1.94 5.65
H 1.30 -2.39 1.07
F -5.67 1.22 0.03
H 4.65 1.39 0.58
N 1.74 -2.67 -2.32
H 3.71 3.38 0.50
N 0.61 2.12 0.31
F -3.57 0.08 1.11
C -4.36 2.28 -1.61
C -2.92 -3.04 0.85
H 2.63 -3.14 -2.21
F -0.81 2.24 -2.12
H -1.16 3.16 0.46
C -1.60 1.04 5.21
H -3.76 -3.41 2.79
H 3.05 0.41 2.33
F -5.43 2.84 -2.15
N 2.30 -1.27 -0.60
H -2.81 3.24 3.42
H 3.33 -0.57 3.75
C 1.48 -1.59 -1.57
H -0.02 3.75 3.66
H 4.35 1.21 -1.15
H -0.33 -1.90 5.02
C -0.09 3.25 0.46
H 0.84 -0.71 5.61
C -1.44 -1.08 2.09
C 0.53 4.48 0.62
H 2.42 5.49 0.74
C -2.04 -2.26 0.13
C 2.61 0.08 3.27
H 1.10 2.65 2.86
H -3.50 -3.80 0.35
C -4.47 1.46 -0.51
H -3.48 1.68 2.95
C 2.64 0.89 0.10
H 0.48 -3.22 2.41
C -2.06 1.06 -0.45
C -0.49 0.04 2.39
C 0.35 2.73 3.64
H -1.88 -2.35 -0.93
C 1.96 2.17 0.34
H -0.08 5.36 0.73
Si -1.08 1.51 3.47
H 0.86 2.56 4.59
H 2.22 -2.96 2.45
C 1.27 -2.51 2.15
C -2.63 2.35 2.81
C -3.34 0.87 0.05
C 1.91 4.54 0.63
H -2.37 0.27 5.25
H -2.44 -1.62 3.90
C 0.67 -1.49 4.87
H -2.62 2.66 1.77
C -1.99 1.91 -1.56
Si 1.03 -0.92 3.12
S 0.07 -0.62 -2.03
N 1.85 -0.11 -0.02
H -0.79 0.74 5.86
C -3.10 2.51 -2.13
C 2.63 3.37 0.49
C -2.32 -1.82 2.85
N -1.32 -1.34 0.77
H 1.38 -2.30 5.10
F -2.95 3.31 -3.19
C 4.10 0.81 -0.16
H 2.48 0.95 3.92
*
```

Molar mass: 791.876 g/mol
E: -2878.78947 Ha
HOMO: -11.319 eV
LUMO energy: -3.66 eV
HOMO-LUMO gap: 7.664 eV

***

[2]
C26H31FN4O3 in the gas phase. Source: the OMol25 dataset; level of theory: ωB97M-V/def2-TZVPD.

```
! wB97M-V def2-TZVPD RIJCOSX def2/J DEFGRID3
* xyz 0 1
C -3.97 2.00 -0.44
C 4.77 1.02 0.42
C -0.55 -0.67 -1.06
H 2.47 0.16 -0.76
C 4.95 -1.31 -0.25
H -3.05 3.97 2.15
C 3.80 2.20 0.43
H -2.55 -2.24 -2.01
C -2.00 -0.57 0.89
H 5.81 -1.52 0.41
H -0.40 -1.01 -2.08
H -0.90 3.92 0.90
N 1.80 2.07 -1.08
H 3.14 3.60 -1.08
C -1.76 3.38 0.54
O 0.96 1.21 1.57
H -3.77 -4.84 -0.87
H 2.45 -2.42 2.33
N -0.46 2.51 -1.32
H 3.32 -2.40 -1.14
H 1.91 -1.84 0.73
C -4.75 -4.49 -0.58
H -4.87 -2.98 -2.11
C -1.76 -1.07 -0.41
H -5.95 -2.71 -0.74
C -2.78 1.97 -1.13
H -4.85 -4.58 0.50
H 2.99 2.03 1.14
C -4.14 -1.64 0.90
O 0.97 4.09 -0.46
C 4.13 -2.59 -0.42
H 5.44 1.12 -0.44
C 0.36 0.14 -0.47
C -3.92 -2.15 -0.38
H -4.84 1.46 -0.81
C 0.16 0.57 0.91
F -5.21 2.72 1.43
H 1.51 0.34 -2.26
C 0.80 2.97 -0.89
H 5.38 1.05 1.33
N -1.03 0.19 1.48
C 3.56 -0.72 1.57
H 4.37 -0.89 2.30
H -0.46 1.84 -2.07
C -2.96 3.41 1.23
C -1.66 2.65 -0.64
H 5.33 -0.98 -1.22
H -3.38 -0.47 2.52
H 4.36 3.08 0.76
H -5.07 -1.86 1.40
C -3.20 -0.87 1.53
C -4.05 2.71 0.74
N 4.09 -0.27 0.30
C -2.73 -1.86 -1.02
H 3.76 2.07 -1.74
C 1.58 0.64 -1.20
H -1.19 0.53 2.42
H 4.76 -3.40 -0.80
C 3.17 2.52 -0.94
H -2.70 1.41 -2.05
C -4.95 -3.04 -1.03
C 2.79 -2.03 1.37
O 3.60 -3.03 0.80
H -5.50 -5.13 -1.05
H 2.88 0.03 1.97
*
```

Molar mass: 466.557 g/mol
E: -1554.01853 Ha
HOMO: -7.949 eV
LUMO energy: 0.07 eV
Structure (SMILES): CCc1ccc2[nH]c(=O)c(CN(CCCN3CCOCC3)C(=O)Nc3ccc(F)cc3)cc2c1
HOMO-LUMO gap: 8.024 eV

***

[3]
A molecular structure, C26H31FeN2O5PS. Source: the OMol25 dataset; level of theory: ωB97M-V/def2-TZVPD.

```
! wB97M-V def2-TZVPD RIJCOSX def2/J DEFGRID3
* xyz 0 1
H 3.17 -3.73 -0.62
H 3.78 1.59 2.75
H 2.15 2.93 0.03
C -2.45 -0.59 -2.60
C 0.23 3.53 0.70
H -3.32 -1.81 1.60
H -1.55 -2.81 -1.73
H -2.21 -2.76 0.59
N 1.97 2.36 2.00
C 1.54 2.70 3.33
H 1.08 -2.56 2.63
C -2.47 -2.50 1.61
S -1.10 -1.68 2.44
C 1.73 3.32 0.96
H -0.53 2.49 -1.62
H 2.29 2.92 -4.81
H 0.94 3.62 3.29
O -0.17 4.64 0.40
O 3.61 -0.85 1.98
C 0.32 -1.96 -1.08
C 2.71 -0.03 1.86
H 0.22 -3.34 1.30
H -4.13 -0.93 -3.88
C -2.93 0.26 -0.40
H 0.42 1.91 5.00
H 2.29 -1.46 -0.37
H 3.66 1.66 1.01
C 0.83 2.85 -3.23
H -2.16 1.77 0.70
C 1.31 -4.56 -1.30
H -5.00 0.58 0.03
C -0.02 -4.29 -1.60
O -0.48 1.34 3.23
H 2.90 0.53 -4.59
C 0.57 0.71 -2.13
H 1.26 0.67 4.04
C 0.22 2.06 -2.27
C 2.14 -3.53 -0.88
C 1.80 2.30 -4.07
H 2.17 4.31 1.15
C 0.71 1.61 3.99
C -4.72 -0.22 -1.94
H 1.82 -0.87 -2.90
C 2.15 0.97 -3.94
Fe -0.31 0.49 1.32
C -2.00 -0.20 -1.34
H 0.55 3.89 -3.32
H -0.85 2.19 2.97
C 1.54 0.17 -2.98
O 1.48 -0.32 1.67
P -0.26 -0.26 -0.82
C 0.13 -2.99 2.33
C 1.65 -2.24 -0.75
C 3.08 1.46 1.91
H -0.15 -3.80 2.99
H 1.70 -5.56 -1.39
H 2.40 2.93 3.99
H -5.78 -0.24 -2.16
C -4.29 0.22 -0.70
O -0.51 2.47 0.75
C -0.51 -3.00 -1.49
H -1.72 -0.89 -3.34
H -3.21 0.79 1.54
C -3.80 -0.61 -2.90
H -0.67 -5.09 -1.93
N -2.47 0.80 0.84
H -2.75 -3.39 2.17
*
```

Molar mass: 570.429 g/mol
E: -3498.38993 Ha
HOMO (spin up / spin down): -7.709 / -7.753 eV
LUMO energy (spin up / spin down): 0.32 / 0.32 eV
HOMO-LUMO gap (spin up / spin down): 8.027 / 8.074 eV

***

[4]
A molecular structure, C26H31N7O4SSbSe4Y. Source: the OMol25 dataset; level of theory: ωB97M-V/def2-TZVPD.

```
! wB97M-V def2-TZVPD RIJCOSX def2/J DEFGRID3
* xyz 2 1
H 1.80 4.62 -0.60
H 4.91 1.80 2.34
H 1.80 1.71 -1.89
C 4.30 1.46 1.50
H -6.37 -0.64 -0.69
H 2.88 1.57 3.62
C 2.16 0.69 -1.84
H -1.13 -0.89 3.85
C -1.17 0.66 -4.00
H 4.94 1.39 0.63
C 1.73 -1.49 -1.23
H -0.17 1.78 3.11
Sb -2.79 3.48 0.00
H -0.25 -1.22 -6.65
C 0.77 -2.46 -0.58
C 1.48 3.72 1.40
H -4.28 0.65 -0.95
H -6.23 -3.05 -0.01
O -0.10 4.14 2.98
H 0.55 -0.73 5.77
C -0.88 0.35 -5.32
Se -4.93 3.89 -0.85
N -3.04 -0.95 -0.50
H -0.11 -2.35 5.69
C -0.47 -1.89 -4.62
C 3.22 2.43 1.21
C -0.97 -2.56 -2.27
Se -2.42 1.66 1.62
C -4.08 -3.02 0.04
O -0.14 5.20 1.03
C -5.33 -2.45 -0.15
C 3.81 -0.97 -2.28
H -3.98 -4.06 0.32
C 0.73 1.31 3.51
C -0.50 -0.94 -5.63
N 0.38 4.33 1.90
H 3.90 0.47 1.76
Se -0.85 3.03 -1.52
N 2.21 2.73 2.05
H 4.04 1.12 -2.77
H 0.57 1.12 4.57
H 3.22 -2.95 -1.68
C -2.96 -2.24 -0.14
H 0.90 -2.40 0.50
N -1.12 -0.25 -3.01
C -0.14 -1.36 3.79
H -0.40 -3.46 -2.54
S 0.83 -0.30 2.75
H -0.23 -2.27 3.21
C 1.99 2.16 3.38
H -1.56 -3.87 -0.05
C 2.10 3.93 0.17
N -0.63 -2.13 -0.89
C 3.41 0.35 -2.34
O 0.14 -0.26 1.46
H -2.02 -2.85 -2.28
C 0.50 -1.62 5.15
H 4.77 -1.28 -2.67
C -1.56 -2.78 0.06
Y -0.97 0.35 -0.56
N 1.34 -0.21 -1.29
C -5.42 -1.12 -0.52
H -1.45 1.66 -3.72
H 1.92 2.97 4.10
N 3.15 3.13 0.07
O 2.20 -0.75 2.72
H 1.01 -3.49 -0.88
C -0.81 -1.51 -3.33
H 1.50 -2.03 5.03
H -0.21 -2.92 -4.83
Se -1.98 5.64 1.23
H -1.22 -2.55 1.07
C -4.25 -0.41 -0.68
C 2.95 -1.91 -1.73
H -0.94 1.12 -6.07
*
```

Molar mass: 1064.152 g/mol
E: -11975.74912 Ha
HOMO: -12.490 eV
LUMO energy: -7.02 eV
HOMO-LUMO gap: 5.470 eV